No. 1
The following is a quantum chemistry calculation of a 2-piece molecular cluster, C2H4O2P overall at a distorted geometry, from the Open Molecules 2025 dataset.

Calculated values
- multiplicity = 3
- calculated total energy (Ha) = -570.30750
- charge = -1
- ΔE to the lowest compared entry with this formula, charge and spin (kJ/mol) = 155.0

Geometry (Å):
C  -1.0165  -0.3471  0.3194
C  0.2606  -0.1778  0.0938
O  0.1301  1.9832  1.8144
O  2.0090  0.2700  2.1891
P  1.0870  0.9454  1.2430
H  -1.5495  -1.1963  0.0113
H  -1.3333  0.5124  1.0239
H  0.7473  -1.0061  -0.4241
H  2.2112  1.7432  -0.0779



No. 2
The following is a quantum chemistry calculation of C38H31F10KN10O as an isolated structure at a distorted geometry, from the Open Molecules 2025 dataset.

Calculated values
- calculated total energy (Ha) = -3688.04255
- charge = -2
- ΔE to the lowest compared entry with this formula, charge and spin (kJ/mol) = 189.4

Geometry (Å):
K  1.3164  -0.5660  0.0970
C  -0.2614  3.1883  1.4937
N  -1.5151  2.4383  1.3744
C  -2.4970  3.0441  0.4722
C  -2.4397  2.8614  -1.0505
N  -1.1977  3.3005  -1.6377
C  -1.0978  3.4424  -2.9352
C  -2.0627  3.2108  -3.9778
F  -3.2728  2.6409  -3.6844
C  -1.8451  3.4985  -5.3100
F  -2.8268  3.2682  -6.2071
C  -0.6447  4.0008  -5.7591
F  -0.4431  4.2833  -7.0736
C  0.3570  4.2019  -4.8124
F  1.5390  4.6902  -5.2281
C  0.1486  3.9259  -3.4891
F  1.1583  4.1511  -2.6351
C  -1.2487  1.0289  1.1428
C  -2.4739  0.1384  1.1159
N  -1.9629  -1.2062  0.9076
C  -2.7115  -2.2620  1.1373
C  -4.1082  -2.3577  1.4471
F  -4.8786  -1.2360  1.4741
C  -4.7654  -3.5480  1.6818
F  -6.0831  -3.5310  1.9589
C  -4.1168  -4.7634  1.6209
F  -4.7697  -5.9290  1.8576
C  -2.7683  -4.7444  1.2941
F  -2.1044  -5.9135  1.2163
C  -2.1123  -3.5667  1.0566
F  -0.8049  -3.6353  0.7422
H  -0.4889  4.2298  1.7348
H  0.3333  3.1759  0.5741
H  0.3250  2.7689  2.3127
H  -2.4845  4.1180  0.6802
H  -3.4795  2.6641  0.7804
H  -3.2964  3.4407  -1.4323
H  -2.6613  1.8075  -1.2884
H  -0.6011  0.6647  1.9470
H  -0.7181  0.8485  0.1949
H  -3.1340  0.4396  0.2857
H  -3.0383  0.2809  2.0453
C  0.7657  3.3662  5.4209
C  2.0457  3.2974  4.8838
C  2.4685  2.1614  4.2091
C  1.6169  1.0583  4.0448
C  0.3249  1.1461  4.5827
C  -0.0885  2.2799  5.2636
N  1.9755  -0.0552  3.3022
C  2.8823  -0.8973  3.7190
C  3.5312  -0.8242  5.0167
C  4.4056  -1.7745  5.4385
C  4.7406  -2.8984  4.6279
C  4.1506  -3.0197  3.4049
C  3.2465  -2.0473  2.9147
N  2.6699  -2.1209  1.6862
N  2.7007  -3.2267  1.0830
C  2.3631  -3.3288  -0.2588
C  1.4570  -4.3319  -0.6467
C  1.2199  -4.5324  -1.9860
C  1.9170  -3.7735  -2.9268
C  2.8043  -2.8252  -2.4553
N  3.0189  -2.5818  -1.1591
H  0.4309  4.2537  5.9436
H  2.7175  4.1435  4.9838
H  3.4603  2.1162  3.7722
H  -0.3496  0.3107  4.4336
H  -1.0935  2.3247  5.6670
H  3.2795  0.0114  5.6568
H  4.8613  -1.6770  6.4194
H  5.4518  -3.6347  4.9814
H  4.3763  -3.8525  2.7501
H  0.9504  -4.9025  0.1202
H  0.5035  -5.2792  -2.3066
H  1.7753  -3.9188  -3.9904
H  3.3808  -2.2121  -3.1422
C  -0.8936  -0.2041  -5.6296
N  -0.0460  -0.0481  -4.4757
C  1.3944  0.1063  -4.5506
C  1.7704  0.1236  -3.0585
O  2.8871  0.3107  -2.6190
N  0.6317  -0.0996  -2.3307
C  -0.3785  -0.1766  -3.1751
N  -1.6357  -0.4205  -2.7613
H  -0.5307  0.4420  -6.4262
H  -1.9149  0.0970  -5.4035
H  -0.9034  -1.2390  -5.9899
H  1.6859  1.0423  -5.0312
H  1.8699  -0.7353  -5.0634
H  -1.7639  -0.3901  -1.7550
H  -2.3961  -0.0568  -3.3092



No. 3
The following is a quantum chemistry calculation of C36H49N5O2P2PdS as an isolated structure, from the Open Molecules 2025 dataset.

Calculated values
- calculated total energy (Ha) = -3034.31889
- charge = -2
- ΔE to the lowest compared entry with this formula, charge and spin (kJ/mol) = 0.0

Geometry (Å):
Pd  -0.1598  0.8244  0.8523
C  2.2099  -0.9312  3.7731
C  1.4955  -1.8114  2.7509
C  1.9273  -3.2751  2.8327
P  1.3363  -0.9401  1.1097
C  0.5896  -2.3074  0.0715
C  1.5872  -3.2534  -0.5844
C  -0.3708  -1.7291  -0.9658
C  3.0354  -0.7852  0.4292
C  4.1839  -1.2717  1.0300
C  5.4701  -1.0525  0.5292
C  6.6823  -1.5764  1.2500
C  5.5747  -0.2927  -0.6315
C  4.4592  0.2184  -1.2697
C  3.1497  -0.0222  -0.7779
N  2.0180  0.5046  -1.2459
C  1.7869  1.2166  -2.3525
C  2.3283  0.9565  -3.6351
C  1.9417  1.6841  -4.7450
C  1.0142  2.7158  -4.6528
C  0.5626  3.4838  -5.8653
C  0.4973  2.9963  -3.3869
C  0.8516  2.3011  -2.2413
P  0.1873  2.6449  -0.5422
C  -1.2337  3.8519  -0.8395
C  -2.3853  3.1622  -1.5677
C  -0.9977  5.2736  -1.3604
C  1.4688  3.8287  0.1040
C  2.8451  3.1869  0.2217
C  1.0268  4.3501  1.4673
H  2.0405  -1.3198  4.7824
H  1.8266  0.0906  3.7306
H  3.2895  -0.8841  3.6090
H  0.4323  -1.8005  3.0209
H  2.9288  -3.4670  2.4428
H  1.2262  -3.9143  2.2990
H  1.9144  -3.5999  3.8789
H  -0.0087  -2.8541  0.8105
H  2.1873  -2.7215  -1.3274
H  1.0575  -4.0651  -1.0967
H  2.2805  -3.7000  0.1283
H  0.1721  -1.1751  -1.7347
H  -1.0432  -1.0201  -0.4744
H  -0.9516  -2.5254  -1.4472
H  4.0952  -1.8459  1.9445
H  6.4690  -2.5258  1.7473
H  7.0462  -0.8879  2.0212
H  7.5118  -1.7497  0.5584
H  6.5596  -0.0875  -1.0475
H  4.5765  0.8221  -2.1618
H  3.0357  0.1425  -3.7362
H  2.3727  1.4399  -5.7139
H  1.2919  3.3988  -6.6749
H  0.4407  4.5485  -5.6472
H  -0.3959  3.1264  -6.2574
H  -0.2167  3.8057  -3.3141
H  -1.5676  3.9694  0.2019
H  -2.1976  3.0706  -2.6378
H  -3.3155  3.7260  -1.4395
H  -2.5393  2.1528  -1.1794
H  -0.5759  5.3141  -2.3642
H  -0.3232  5.8322  -0.7110
H  -1.9485  5.8196  -1.3853
H  1.5400  4.6656  -0.6031
H  2.8123  2.3011  0.8614
H  3.5459  3.9113  0.6521
H  3.2298  2.8705  -0.7453
H  0.8405  3.5109  2.1465
H  0.1116  4.9437  1.4175
H  1.8100  4.9800  1.9022
N  -6.6343  -4.7545  -1.1546
C  -5.6830  -4.3575  -0.1870
C  -4.3534  -4.1549  -0.5505
C  -3.4168  -3.7906  0.3997
C  -3.7936  -3.6278  1.7269
C  -5.1115  -3.8308  2.0949
C  -6.0523  -4.2017  1.1434
S  -2.5806  -3.0718  2.9037
O  -3.2391  -3.0832  4.1933
O  -1.4427  -3.9568  2.7620
N  -2.1297  -1.6633  2.3598
C  -3.0062  -0.6595  2.2246
N  -2.5082  0.4940  1.6839
C  -3.3383  1.5098  1.5598
C  -4.6776  1.4585  1.9310
C  -5.1023  0.2337  2.4142
N  -4.3101  -0.8112  2.5649
H  -6.3883  -4.4377  -2.0817
H  -7.5651  -4.4348  -0.9274
H  -4.0542  -4.2697  -1.5871
H  -2.3889  -3.6092  0.1143
H  -5.3896  -3.6692  3.1260
H  -7.0864  -4.3569  1.4337
H  -2.9085  2.4089  1.1270
H  -5.3392  2.3051  1.8177
H  -6.1440  0.0811  2.6936



No. 4
The following is a quantum chemistry calculation of a 6-piece molecular cluster, C36H42F3I2N5O2SSi overall at a distorted geometry, from the Open Molecules 2025 dataset.

Calculated values
- calculated total energy (Ha) = -3403.48723
- SMILES string = C=CC[Si@@](CCCC)(/C(I)=C(/C)I)S(=O)(=O)C(F)(F)F.c1ccncc1.c1ccncc1.c1ccncc1.c1ccncc1.c1ccncc1

Geometry (Å):
C  -5.7983  -3.8646  -1.6962
C  -4.9702  -2.7642  -1.0725
C  -3.7030  -2.1111  -1.8865
Si  -4.0376  -0.2678  -2.4775
C  -5.8081  -0.2713  -3.2348
C  -6.9396  0.5374  -2.3667
C  -8.0034  1.3015  -3.4037
C  -8.6020  0.2976  -4.5643
C  -3.8338  0.8424  -0.9048
I  -3.3918  -0.1745  1.0325
C  -3.9512  2.3306  -0.8723
C  -3.7322  3.2717  0.4770
I  -4.4529  3.4714  -2.7241
S  -2.5967  0.3973  -3.9492
O  -3.4114  1.1148  -5.0953
O  -1.5700  1.4408  -3.3586
C  -1.6294  -0.9729  -4.7829
F  -0.3265  -0.3517  -5.2295
F  -2.3077  -1.3927  -6.0563
F  -1.2551  -2.1052  -3.9038
H  -5.2639  -4.8807  -2.0161
H  -6.9611  -3.6833  -1.8321
H  -5.2524  -2.4285  0.0146
H  -2.6905  -2.0876  -1.2690
H  -3.5535  -2.7232  -2.8982
H  -6.1820  -1.4036  -3.2918
H  -5.8151  0.1174  -4.3433
H  -6.5197  1.2508  -1.5396
H  -7.6025  -0.2790  -1.8085
H  -7.5253  2.2520  -3.9059
H  -8.9379  1.6639  -2.7593
H  -9.7521  0.4981  -4.8035
H  -8.4419  -0.8453  -4.3455
H  -8.0373  0.5115  -5.5900
H  -3.2943  4.3029  0.0647
H  -2.9247  2.8565  1.2153
H  -4.7376  3.5558  1.0191
C  2.3892  3.0454  2.1532
C  1.8929  1.7671  2.3859
C  0.5193  1.5848  2.3745
N  -0.3687  2.5788  2.1539
C  0.1428  3.8092  1.9328
C  1.4997  4.0894  1.9209
H  3.4600  3.2267  2.1531
H  2.5596  0.9325  2.5712
H  0.0833  0.6052  2.5476
H  -0.5916  4.5910  1.7605
H  1.8547  5.0969  1.7358
C  5.0820  1.8459  7.1241
C  3.7610  2.1878  6.8548
C  3.2401  1.8641  5.6122
N  3.9427  1.2378  4.6430
C  5.2231  0.9200  4.9329
C  5.8308  1.1984  6.1467
H  5.5246  2.0821  8.0874
H  3.1513  2.6937  7.5948
H  2.2132  2.1071  5.3553
H  5.7669  0.4194  4.1367
H  6.8626  0.9182  6.3257
C  0.2419  -4.4005  1.8137
C  -0.2543  -5.6788  2.0464
C  -1.6279  -5.8611  2.0350
N  -2.5160  -4.8671  1.8144
C  -2.0045  -3.6367  1.5934
C  -0.6476  -3.3564  1.5814
H  1.3128  -4.2191  1.8136
H  0.4124  -6.5133  2.2318
H  -2.0640  -6.8407  2.2082
H  -2.7389  -2.8548  1.4210
H  -0.2926  -2.3490  1.3963
C  5.3700  1.4625  -2.7565
C  5.9492  2.2951  -1.8047
C  5.1842  2.6754  -0.7137
N  3.9045  2.2872  -0.5214
C  3.3688  1.4806  -1.4630
C  4.0544  1.0442  -2.5853
H  5.9389  1.1423  -3.6245
H  6.9718  2.6393  -1.9096
H  5.5923  3.3217  0.0580
H  2.3385  1.1845  -1.2865
H  3.5745  0.3949  -3.3087
C  6.5727  -2.2886  -0.4963
C  7.4058  -2.8350  0.4742
C  7.9561  -1.9850  1.4201
N  7.7336  -0.6528  1.4531
C  6.9220  -0.1510  0.4971
C  6.3229  -0.9201  -0.4874
H  6.1220  -2.9236  -1.2534
H  7.6211  -3.8973  0.4939
H  8.6101  -2.3640  2.2000
H  6.7609  0.9224  0.5441
H  5.6778  -0.4637  -1.2296



No. 5
The following is a quantum chemistry calculation of C8H9BFeO5 as an isolated structure at a distorted geometry, from the Open Molecules 2025 dataset.

Calculated values
- multiplicity = 6
- calculated total energy (Ha) = -1973.67729
- charge = +3

Geometry (Å):
O  -0.6527  -1.1411  2.7230
C  0.0484  -0.7588  1.7755
O  1.1299  -1.3454  1.4181
C  2.0824  -0.6672  0.5171
O  1.7546  -0.7294  -0.8317
B  1.6067  -1.9296  -1.5178
O  2.5345  -2.3624  -2.3643
O  0.4162  -2.7384  -1.2651
C  -0.6120  0.4200  1.1523
C  -1.6040  0.2248  0.1732
C  -2.2169  1.3240  -0.4404
C  -1.8359  2.6206  -0.0600
C  -0.8816  2.8150  0.9154
C  -0.2612  1.7132  1.5375
H  3.0255  -1.1786  0.7000
H  2.1956  0.3733  0.8087
H  2.4334  -2.1901  -3.3103
H  -0.2384  -2.7232  -1.9583
H  -1.9080  -0.8119  -0.0280
H  -2.9852  1.1759  -1.1968
H  -2.3020  3.4762  -0.5334
H  -0.6053  3.8237  1.2003
H  0.4896  1.8568  2.3084
Fe  -1.6136  -1.2474  -1.7234



No. 6
The following is a quantum chemistry calculation of C13H14I2IrN2O2 as an isolated structure, from the Open Molecules 2025 dataset.

Calculated values
- multiplicity = 2
- calculated total energy (Ha) = -1462.84907
- charge = +2

Geometry (Å):
Ir  1.7350  -0.3066  0.3003
C  2.1746  -1.6115  4.3667
C  1.5989  -1.1413  3.0837
O  2.3685  -0.9110  2.1365
C  0.1322  -0.9718  3.0451
C  -0.7068  -0.6446  2.0474
C  -2.1848  -0.5696  2.2141
N  -0.1788  -0.3655  0.7415
N  -1.0281  -0.1619  -0.1589
C  -0.4067  0.1105  -1.4219
O  0.8476  0.1233  -1.4902
C  -1.2717  0.3533  -2.5239
C  -2.6730  0.3234  -2.3615
C  -3.4853  0.5533  -3.4500
C  -2.9157  0.8110  -4.6935
C  -1.5292  0.8421  -4.8646
C  -0.7056  0.6149  -3.7896
H  3.2442  -1.7725  4.2769
H  1.6743  -2.5301  4.6824
H  1.9720  -0.8665  5.1426
H  -0.3416  -1.1692  3.9985
H  -2.4525  -0.7607  3.2491
H  -2.6752  -1.3076  1.5775
H  -2.5578  0.4121  1.9208
H  -3.1037  0.1222  -1.3919
H  -4.5601  0.5323  -3.3401
H  -3.5589  0.9891  -5.5456
H  -1.1098  1.0421  -5.8404
H  0.3697  0.6305  -3.9015
I  4.2874  -0.2326  -0.5320
C  4.4915  1.6516  0.4492
I  2.5338  2.3455  0.9234
H  4.9714  2.3569  -0.2198
H  5.0443  1.5090  1.3696



No. 7
The following is a quantum chemistry calculation of a 2-piece molecular cluster, C3HNO2 overall at a distorted geometry, from the Open Molecules 2025 dataset.

Calculated values
- calculated total energy (Ha) = -320.02842
- ΔE to the lowest compared entry with this formula, charge and spin (kJ/mol) = 186.0

Geometry (Å):
C  2.2449  -0.1452  0.0575
C  1.1646  -0.8168  0.1001
C  -2.2286  0.6593  -0.0710
N  0.1473  -1.4459  0.1557
O  -2.5102  0.4568  -1.1608
O  -1.9449  0.8900  1.0126
H  3.1270  0.4019  -0.0942



No. 8
The following is a quantum chemistry calculation of C12H36K2O20PV2 as an isolated structure at a distorted geometry, from the Open Molecules 2025 dataset.

Calculated values
- multiplicity = 2
- calculated total energy (Ha) = -5413.04322

Geometry (Å):
K  -26.5930  -6.1410  16.2949
K  -30.1782  -3.0155  16.2004
O  -27.5760  -4.1079  20.6301
V  -28.1182  -3.9765  19.1390
O  -28.6901  -2.4437  18.9459
O  -29.2184  -8.8447  20.6280
V  -28.7076  -7.4022  20.2080
O  -29.3572  -6.3979  21.3403
P  -29.4943  -5.9892  17.8048
O  -29.9079  -4.6092  18.2750
O  -28.1684  -6.0465  18.6244
O  -29.0468  -6.1231  16.3291
O  -30.1943  -7.1691  18.5724
C  -25.5231  -7.9957  19.5499
C  -25.5148  -7.7967  21.0873
O  -26.7820  -7.1863  21.4507
O  -26.6645  -8.6973  19.1421
H  -24.6034  -8.4890  19.2353
H  -25.5222  -7.0547  18.9999
H  -24.6362  -7.3176  21.5193
H  -25.4357  -8.7303  21.6442
H  -26.5282  -6.8541  22.3149
H  -26.4844  -9.1852  18.3352
C  -33.4141  -2.2198  20.6754
C  -32.3979  -2.6453  19.5608
O  -31.8578  -3.9710  19.7348
O  -34.7422  -2.6889  20.5307
H  -33.4635  -1.1311  20.6550
H  -33.0224  -2.4822  21.6582
H  -31.5387  -1.9795  19.6413
H  -32.8776  -2.5015  18.5927
H  -31.0663  -4.1114  19.2101
H  -34.8902  -3.3114  21.2464
C  -29.3840  -6.1543  13.0484
C  -29.9224  -7.4761  13.6895
O  -30.7735  -7.2313  14.8136
O  -28.5928  -5.4519  13.9500
H  -30.1411  -5.4560  12.6916
H  -28.7785  -6.4799  12.2026
H  -29.1721  -8.2300  13.9279
H  -30.6171  -7.9278  12.9815
H  -30.2177  -6.7810  15.4538
H  -28.7239  -5.7299  14.8595
C  -33.2630  -4.5836  16.6462
C  -34.5673  -5.4571  16.6606
O  -34.2246  -6.7462  16.4744
O  -32.5920  -4.7202  15.4205
H  -32.5576  -4.8200  17.4429
H  -33.4324  -3.5235  16.8348
H  -35.0488  -5.1592  15.7292
H  -35.1502  -5.3200  17.5714
H  -33.7689  -7.0428  17.2655
H  -32.3228  -5.6373  15.3315
C  -29.0149  -9.7930  16.1704
C  -29.6343  -10.3432  17.3906
O  -30.8563  -9.6009  17.8138
O  -28.2030  -8.6703  16.3850
H  -29.8203  -9.6229  15.4560
H  -28.3247  -10.5597  15.8186
H  -28.9213  -10.4619  18.2065
H  -29.9287  -11.3547  17.1107
H  -30.6273  -8.6874  18.0000
H  -28.7964  -7.9323  16.5426
C  -33.2350  -8.0302  19.6701
C  -32.9064  -7.3851  21.0358
O  -33.2381  -5.9912  21.0516
O  -32.7630  -7.3838  18.5401
H  -34.3075  -8.1347  19.5060
H  -32.7537  -9.0066  19.6141
H  -31.8296  -7.4034  21.2038
H  -33.3307  -7.9610  21.8582
H  -32.7588  -5.5339  20.3567
H  -31.8076  -7.3283  18.6164